187
Properties=species:S:1:pos:R:3:forces:R:3 method="wB97M-V/def2-TZVPD" total_energy_ev=-136894.00857 spin_multiplicity=1 homo_energy_ha=-0.2903 smiles="CN(C)P(=O)(N(C)C)N(C)C.CN(C)P(=O)(N(C)C)N(C)C.CN(C)P(=O)(N(C)C)N(C)C.CN(C)P(=O)(N(C)C)N(C)C.CN(C)P(=O)(N(C)C)N(C)C.CC#N.CC#N.CC#N.CC#N.CC#N.CC#N.CC#N"
C -10.554 -0.066 29.143 0.8 0.8 0.8
N -9.096 -0.067 28.868 -0.3 0.0 0.4
C -8.733 -1.209 27.994 0.3 0.6 0.4
P -8.081 0.397 30.131 1.4 0.9 0.0
O -8.021 -0.500 31.328 -0.1 0.9 -0.8
N -6.546 0.519 29.367 -1.8 -1.1 0.5
C -5.390 0.274 30.190 0.9 0.1 0.4
C -6.352 1.469 28.266 0.3 -1.7 0.1
N -8.425 2.042 30.525 -0.2 -0.8 0.4
C -7.883 2.632 31.840 -0.8 -1.4 -1.9
C -8.887 3.015 29.515 0.0 -0.7 0.4
H -10.899 -1.036 29.501 -0.1 -0.3 -0.6
H -11.106 0.381 28.316 -0.1 -0.6 -0.2
H -10.762 0.571 30.003 0.2 0.3 0.0
H -7.655 -1.280 27.852 0.0 0.2 0.0
H -9.207 -1.049 27.025 -0.1 -0.1 -0.1
H -9.050 -2.170 28.399 -0.2 0.0 0.1
H -5.516 -0.279 31.120 -1.0 -0.1 -0.2
H -4.623 -0.299 29.670 0.2 0.3 -0.4
H -4.973 1.216 30.549 0.4 0.3 -0.2
H -5.558 1.024 27.667 0.7 0.6 0.1
H -7.162 1.378 27.542 -0.5 0.6 0.5
H -6.131 2.464 28.651 -0.1 0.2 -0.4
H -6.801 2.516 31.908 0.1 0.2 -0.2
H -8.171 3.683 31.820 0.0 -0.1 0.3
H -8.310 2.058 32.662 -0.1 0.4 0.1
H -9.871 3.394 29.791 0.1 0.5 0.2
H -9.043 2.550 28.542 0.2 -0.2 0.1
H -8.145 3.804 29.392 -0.2 0.2 0.0
C -10.497 -11.550 27.041 -0.2 0.4 0.3
N -11.723 -11.156 27.739 0.5 0.9 0.9
C -12.899 -11.598 27.066 -1.1 -0.5 0.1
P -11.815 -10.532 29.333 -1.6 0.0 0.8
O -13.177 -9.873 29.717 3.5 -1.9 -1.5
N -11.541 -11.958 30.296 -0.2 1.5 -0.3
C -12.694 -12.789 30.681 0.2 -0.1 0.5
C -10.294 -12.713 30.165 -0.2 1.2 -0.8
N -10.435 -9.542 29.467 1.3 -1.8 2.5
C -10.054 -8.517 28.533 -2.1 -0.5 -1.6
C -9.696 -9.347 30.789 -1.5 -0.5 -1.0
H -10.400 -10.933 26.148 0.4 0.1 -0.1
H -10.533 -12.581 26.691 -0.2 -0.2 0.2
H -9.628 -11.464 27.694 0.0 0.3 -0.2
H -13.128 -11.005 26.180 -0.1 0.0 -0.2
H -13.779 -11.631 27.709 0.0 0.7 0.2
H -12.829 -12.651 26.795 0.4 -0.1 -0.4
H -13.667 -12.496 30.285 0.2 0.8 0.2
H -12.639 -13.829 30.357 0.7 -0.1 -0.4
H -12.702 -12.858 31.769 -0.5 0.1 0.1
H -10.485 -13.512 29.449 0.4 -0.7 0.5
H -9.527 -12.095 29.698 -0.1 0.3 -0.1
H -9.831 -12.938 31.126 -0.5 -0.8 0.1
H -10.187 -8.986 27.558 0.3 0.4 -0.4
H -10.849 -7.775 28.597 0.5 0.8 -0.2
H -9.049 -8.098 28.591 0.0 -0.2 0.6
H -8.697 -8.976 30.563 0.0 -0.2 0.0
H -9.689 -10.296 31.326 0.2 0.1 0.1
H -10.209 -8.603 31.398 0.0 0.1 0.1
C -9.739 -10.567 18.986 -0.2 1.0 -1.2
N -9.887 -9.162 18.516 0.1 1.1 1.6
C -9.585 -8.892 17.055 0.5 -0.4 2.1
P -9.341 -7.999 19.728 -2.6 0.8 -1.3
O -7.887 -7.711 19.589 -0.9 -0.1 1.2
N -10.321 -6.600 19.348 1.6 -2.2 -0.8
C -11.708 -6.601 19.010 -0.2 -0.4 0.4
C -9.841 -5.276 19.427 1.1 0.9 1.7
N -10.000 -8.465 21.290 0.5 -0.9 -0.4
C -11.445 -8.704 21.602 1.4 0.6 -1.3
C -9.207 -8.267 22.534 0.6 -0.5 -1.8
H -10.735 -11.008 19.033 0.0 -0.2 0.5
H -9.196 -10.551 19.931 -0.2 -0.6 -0.1
H -9.217 -11.117 18.203 0.4 -0.2 0.3
H -8.505 -8.942 16.915 0.2 0.3 -0.1
H -9.952 -7.897 16.806 -0.1 -0.3 -0.3
H -9.971 -9.727 16.471 -0.6 0.4 0.0
H -12.255 -6.076 19.793 -0.4 0.0 0.2
H -11.848 -6.009 18.106 -0.3 -0.3 -0.4
H -12.082 -7.623 18.946 -0.1 0.2 -0.4
H -10.014 -4.631 18.566 0.0 -0.3 -0.3
H -10.329 -4.808 20.283 -0.4 0.6 0.1
H -8.797 -5.241 19.739 0.2 -0.1 -0.5
H -11.571 -9.461 22.376 0.3 0.0 0.0
H -11.850 -7.751 21.941 -0.6 -0.1 0.0
H -11.902 -9.078 20.686 -0.4 0.2 0.1
H -8.255 -8.751 22.317 0.4 0.4 0.4
H -9.625 -8.819 23.376 -0.3 0.3 -0.1
H -9.068 -7.202 22.723 0.0 0.0 0.5
C -1.928 -3.062 25.537 0.0 -0.5 -1.5
N -2.213 -4.148 24.559 -0.2 -0.9 -0.5
C -2.281 -3.764 23.083 -0.8 -0.1 1.5
P -2.349 -5.772 25.118 -2.2 1.9 0.1
O -2.835 -6.704 24.062 1.1 0.4 0.3
N -0.856 -6.089 25.776 0.2 -1.3 0.7
C -0.348 -5.447 26.950 -0.3 0.5 0.9
C 0.142 -6.673 24.875 -1.5 0.2 -1.1
N -3.489 -5.649 26.444 1.2 -1.0 -0.2
C -3.678 -6.831 27.357 0.7 0.5 -0.1
C -4.705 -4.841 26.319 -0.1 -0.4 -0.5
H -2.083 -3.372 26.571 -0.5 0.1 -0.2
H -2.584 -2.267 25.183 0.1 0.4 0.9
H -0.888 -2.743 25.468 0.1 0.2 -0.1
H -1.539 -4.268 22.464 -0.1 0.0 0.1
H -2.222 -2.685 22.943 0.8 0.1 0.5
H -3.290 -3.885 22.688 -0.1 -0.9 0.0
H -1.153 -5.303 27.672 -0.1 0.2 -0.1
H 0.396 -6.033 27.489 0.1 -0.4 -0.3
H 0.098 -4.472 26.754 0.1 0.2 -0.1
H -0.393 -7.506 24.418 0.6 -0.4 -0.1
H 0.295 -5.970 24.057 0.6 0.1 -0.2
H 1.099 -6.972 25.302 -0.4 0.1 0.4
H -3.235 -7.766 27.014 0.0 0.1 -0.5
H -3.203 -6.642 28.320 0.2 0.2 0.1
H -4.715 -7.047 27.615 -0.2 0.3 -0.4
H -5.457 -5.272 25.658 0.2 -0.2 -0.5
H -4.499 -3.848 25.920 0.1 -0.1 0.5
H -5.239 -4.853 27.270 0.4 0.6 0.3
C -6.152 -3.217 29.778 0.2 0.8 -0.3
N -5.914 -4.469 30.441 0.1 -0.4 1.4
C -4.470 -4.890 30.487 -1.5 1.0 0.1
P -7.064 -5.678 30.368 -0.9 -0.2 1.9
O -6.952 -6.515 29.133 -0.5 0.0 0.8
N -6.752 -6.608 31.808 -0.7 0.8 -0.5
C -6.807 -6.038 33.236 0.1 -0.3 -2.5
C -6.054 -7.908 31.738 -0.6 1.5 0.1
N -8.629 -4.965 30.670 2.5 -0.8 -1.8
C -9.808 -5.378 29.886 0.6 0.6 0.0
C -8.842 -3.975 31.719 -0.1 -1.1 0.2
H -5.478 -2.452 30.164 0.3 -0.2 0.0
H -7.129 -2.787 29.994 -0.2 -0.4 -0.2
H -5.983 -3.320 28.706 -0.2 0.3 -0.2
H -3.851 -4.029 30.740 -0.2 0.3 -0.3
H -4.229 -5.225 29.478 0.6 -0.5 0.4
H -4.292 -5.545 31.340 -0.2 -0.7 -0.5
H -5.749 -5.865 33.435 -0.1 0.0 1.0
H -7.355 -5.099 33.312 0.3 -0.2 -0.4
H -7.342 -6.721 33.895 0.5 -0.3 0.1
H -5.648 -8.051 30.737 -0.1 -0.1 0.1
H -5.246 -7.824 32.464 0.2 -0.6 0.0
H -6.766 -8.691 31.999 0.3 -0.4 0.1
H -10.531 -6.029 30.377 0.2 -0.3 0.6
H -10.371 -4.475 29.651 0.0 0.2 -0.3
H -9.511 -5.865 28.958 0.1 0.2 0.1
H -9.410 -3.111 31.374 -0.1 -0.1 0.0
H -7.928 -3.611 32.188 0.1 0.0 -0.5
H -9.351 -4.599 32.454 -0.6 0.9 0.7
C -6.547 -1.999 24.749 -0.2 0.2 0.0
C -5.595 -1.624 25.787 -2.6 -1.0 -2.5
N -4.875 -1.334 26.596 2.4 1.0 2.7
H -6.016 -2.470 23.922 -0.2 0.0 0.0
H -7.081 -1.100 24.441 0.2 0.1 -0.3
H -7.324 -2.664 25.126 0.3 -0.2 0.2
C -5.238 -6.838 21.527 0.5 -0.3 -0.2
C -5.911 -5.731 22.197 -1.5 2.1 1.2
N -6.445 -4.857 22.775 1.4 -2.3 -1.5
H -5.874 -7.711 21.384 -0.2 0.2 0.3
H -4.352 -7.071 22.119 0.0 -0.2 0.2
H -4.868 -6.616 20.526 -0.2 0.5 0.0
C -6.062 -10.649 28.460 -0.1 0.5 -0.6
C -6.594 -10.181 27.151 0.7 -0.7 1.9
N -6.990 -9.797 26.155 -0.5 0.3 -1.0
H -5.130 -10.122 28.666 0.0 0.0 -0.1
H -5.861 -11.721 28.450 -0.2 0.1 0.0
H -6.747 -10.371 29.261 -0.1 -0.2 -0.1
C -11.779 -3.598 26.863 0.3 0.4 0.0
C -12.719 -2.538 27.112 -3.5 2.3 0.1
N -13.511 -1.694 27.306 2.1 -2.0 -0.4
H -11.851 -4.284 27.707 0.6 0.0 -0.1
H -10.869 -3.004 26.787 0.7 -0.9 0.3
H -11.908 -4.141 25.926 -0.3 0.2 0.2
C -7.572 -6.679 26.080 -0.2 0.6 0.5
C -8.026 -5.386 26.530 -0.6 3.8 1.4
N -8.342 -4.316 26.904 0.7 -2.8 -1.1
H -8.342 -7.335 26.488 0.3 -0.6 -0.7
H -6.609 -6.865 26.555 -0.2 -0.2 -0.1
H -7.466 -6.562 25.002 -0.2 -0.8 -0.1
C -10.313 -4.268 23.770 0.8 -1.4 -0.4
C -10.884 -3.013 23.519 -1.6 4.4 -0.3
N -11.273 -1.917 23.402 0.6 -2.2 0.1
H -9.920 -4.643 22.825 0.2 -0.2 0.0
H -11.058 -4.976 24.130 0.3 -0.1 0.3
H -9.473 -4.091 24.442 -0.1 -0.5 0.3
C -13.371 -7.337 27.089 -1.2 0.7 0.1
C -12.137 -7.127 26.377 3.4 0.0 -1.9
N -11.150 -6.961 25.753 -3.0 -0.4 1.9
H -14.172 -7.230 26.357 -0.1 -0.2 -0.1
H -13.543 -6.503 27.770 0.2 0.0 0.2
H -13.531 -8.254 27.656 0.6 -0.2 -0.1